{"formula": "CH4O3S", "method": "ωB97M-V with the def2-TZVPD basis set", "elements": ["C", "O", "O", "O", "S", "H", "H", "H", "H"], "positions_angstrom": [[0.10, 0.17, 0.42], [0.07, -0.37, 1.70], [1.33, 0.03, -0.09], [-0.92, -0.32, -0.44], [-0.85, 0.24, -2.02], [-0.49, 1.99, 0.65], [-0.88, -0.56, 1.99], [1.93, -0.31, 0.48], [-0.30, -0.89, -2.70]], "homo_ev": [-5.946, -8.935], "de_lowest_kcal_mol": 79.57, "total_energy_ha": -664.11437, "homo_lumo_gap_ev": [6.45, 6.34], "spin_multiplicity": 3}